--- a ---
Below is the ion C4H11N3 with charge -1, with properties calculated with the ωB97M-V functional and the def2-TZVPD basis.

Geometry (Å):
C1 -0.8254 -1.8101 0.1806
C2 0.0648 -1.0820 -0.8207
C3 -0.2155 0.4347 -0.8285
N1 2.2967 1.4136 0.1513
C4 1.0216 1.6728 0.7555
N2 -0.0522 1.0210 0.4955
N3 -2.2409 -1.4460 0.0970
H1 -0.7362 -2.8815 -0.0087
H2 -0.3962 -1.6481 1.1718
H3 -0.0753 -1.4821 -1.8274
H4 1.1160 -1.2500 -0.5819
H5 0.4618 0.8168 -1.5985
H6 -1.2740 0.6274 -1.0213
H7 2.3528 1.8051 -0.7770
H8 3.0032 1.9199 0.6921
H9 0.9912 2.5290 1.4319
H10 -2.7935 -2.0394 0.7052
H11 -2.3045 -0.5126 0.4965

Properties
* LUMO level (alpha / beta): 3.97 / 3.79 eV
* ⟨S²⟩: 0.751
* Kohn-Sham gap (alpha / beta): 2.9 / 8.7 eV
* charge: -1
* 2S+1: 2

--- b ---
Below is the ion C4H11N3 with charge -1, with properties calculated with the ωB97M-V functional and the def2-TZVPD basis.

Geometry (Å):
C1 -0.9854 -0.6053 1.4770
C2 -0.1712 0.6773 1.4696
C3 0.8227 0.7364 0.3011
N1 0.0686 -0.5661 -2.0494
C4 0.1420 0.8069 -1.9214
N2 0.4590 1.4578 -0.8854
N3 -0.1639 -1.8254 1.2933
H1 -1.8639 -0.6276 0.8276
H2 -1.5481 -0.6634 2.4285
H3 -0.8389 1.5392 1.3627
H4 0.3782 0.7798 2.3978
H5 1.2055 -0.2572 0.0515
H6 1.7260 1.1568 0.7303
H7 -0.3764 -0.8965 -2.8856
H8 0.0201 -1.1408 -1.2185
H9 0.0114 1.3272 -2.8675
H10 -0.5755 -2.5100 1.9203
H11 0.7880 -1.6181 1.5756

Properties
* LUMO level (alpha / beta): 3.99 / 3.97 eV
* ⟨S²⟩: 0.750
* Kohn-Sham gap (alpha / beta): 2.6 / 9.3 eV
* charge: -1
* 2S+1: 2

Q: Which of them is the most stable? A: b.

--- a ---
Below is a structure of composition C40H56IrN2O3P2, with properties calculated with the ωB97M-V functional and the def2-TZVPD basis.

Geometry (Å):
Ir1 0.9807 0.9116 0.4832
N1 3.3362 1.1189 0.0197
C1 4.3102 0.8194 1.0779
C2 3.8315 1.2946 2.4489
C3 2.7521 0.3178 2.9982
O1 3.1008 -0.5632 3.7665
O2 1.5569 0.5158 2.6094
H1 3.5793 0.6053 -0.8228
H2 3.3824 2.1104 -0.2014
H3 5.2766 1.2906 0.8433
H4 4.4611 -0.2631 1.1165
H5 3.4159 2.3028 2.3849
H6 4.6746 1.2823 3.1426
C4 1.0786 3.3156 0.4193
H7 0.5892 3.7310 -0.4620
H8 2.1226 3.6303 0.4275
O3 1.2193 -1.1493 -0.8110
P1 0.6803 -2.3936 -1.4205
C5 2.0736 -3.5554 -1.9518
C6 3.2950 -2.7632 -2.4399
C7 4.1135 -2.1685 -1.2970
C8 4.5464 -3.2254 -0.2899
C9 3.2992 -3.9261 0.2313
C10 2.5617 -4.5825 -0.9313
C11 -0.7458 -3.1808 -0.4480
C12 -0.6942 -4.6085 0.1047
C13 0.0126 -4.7488 1.4487
C14 -0.5863 -3.7822 2.4615
C15 -0.4664 -2.3574 1.9370
C16 -1.2326 -2.2067 0.6291
C17 -0.2410 -2.1036 -3.0348
C18 0.5904 -1.5460 -4.1892
C19 0.9825 -0.0924 -3.9381
C20 -0.2750 0.7640 -3.8517
C21 -1.1522 0.2610 -2.7149
C22 -1.4856 -1.2183 -2.8820
H9 1.6503 -4.1007 -2.8062
H10 2.9942 -1.9528 -3.1023
H11 3.9285 -3.4431 -3.0190
H12 3.4865 -1.4474 -0.7778
H13 4.9850 -1.6565 -1.7149
H14 5.0925 -2.7582 0.5330
H15 5.2115 -3.9541 -0.7616
H16 2.6563 -3.1848 0.7118
H17 3.5681 -4.6812 0.9733
H18 1.7402 -5.1935 -0.5691
H19 3.2596 -5.2550 -1.4437
H20 -1.5143 -3.2255 -1.2278
H21 -0.2729 -5.2883 -0.6392
H22 -1.7355 -4.9164 0.2550
H23 1.0731 -4.5305 1.3571
H24 -0.0876 -5.7803 1.7974
H25 -0.0711 -3.8792 3.4177
H26 -1.6401 -4.0258 2.6225
H27 0.5833 -2.1026 1.7817
H28 -0.8684 -1.6571 2.6689
H29 -1.1457 -1.1755 0.2808
H30 -2.2943 -2.4007 0.8182
H31 -0.5687 -3.1169 -3.3108
H32 -0.0247 -1.5815 -5.0945
H33 1.4664 -2.1654 -4.3828
H34 1.6277 0.2678 -4.7441
H35 1.5250 -0.0080 -2.9950
H36 -0.8213 0.7006 -4.7973
H37 -0.0099 1.8096 -3.6840
H38 -2.0810 0.8340 -2.6791
H39 -0.6321 0.4216 -1.7654
H40 -2.0921 -1.3485 -3.7852
H41 -2.1050 -1.5272 -2.0402
N2 -0.9666 1.2813 0.4510
P2 -1.9397 2.4199 0.9099
C23 -1.0866 3.8670 1.5878
C24 -1.8247 4.9449 2.0083
C25 -1.2174 6.0981 2.4935
C26 0.1889 6.1731 2.5261
C27 0.9608 5.1206 2.1658
C28 0.4008 3.8116 1.7107
C29 -3.0939 1.7801 2.1651
C30 -2.5375 0.8335 3.0202
C31 -3.3291 0.1961 3.9541
C32 -4.6794 0.5024 4.0402
C33 -5.2277 1.4629 3.2048
C34 -4.4417 2.1091 2.2664
C35 -2.9542 2.9800 -0.4932
C36 -2.5694 4.0635 -1.2754
C37 -3.2332 4.3242 -2.4601
C38 -4.2794 3.5134 -2.8712
C39 -4.6448 2.4166 -2.1033
C40 -3.9733 2.1388 -0.9298
H42 -2.9036 4.9007 1.9310
H43 -1.8127 6.9371 2.8168
H44 0.6543 7.0995 2.8322
H45 2.0382 5.1948 2.1957
H46 0.6565 3.0557 2.4810
H47 -1.4826 0.6120 2.9133
H48 -2.8969 -0.5403 4.6143
H49 -5.3061 -0.0056 4.7586
H50 -6.2765 1.7065 3.2868
H51 -4.8723 2.8575 1.6147
H52 -1.7600 4.7001 -0.9429
H53 -2.9339 5.1644 -3.0686
H54 -4.8037 3.7273 -3.7911
H55 -5.4498 1.7724 -2.4229
H56 -4.2269 1.2721 -0.3333

Properties
* LUMO level (alpha / beta): -0.15 / -0.47 eV
* ⟨S²⟩: 1.214
* Kohn-Sham gap (alpha / beta): 6.8 / 6.8 eV
* 2S+1: 2

--- b ---
Below is a structure of composition C40H56IrN2O3P2, with properties calculated with the ωB97M-V functional and the def2-TZVPD basis.

Geometry (Å):
Ir1 0.9845 0.9839 0.4382
N1 3.2237 1.1751 0.0110
C1 4.2262 0.8728 1.0494
C2 3.7415 1.3501 2.3981
C3 2.6820 0.3828 2.8898
O1 2.9884 -0.5088 3.6598
O2 1.4801 0.5884 2.4388
H1 3.4516 0.6618 -0.8345
H2 3.2644 2.1618 -0.2104
H3 5.1863 1.3361 0.8039
H4 4.3776 -0.2074 1.0819
H5 3.3240 2.3577 2.3220
H6 4.5665 1.3478 3.1078
C4 1.0974 3.1081 0.4527
H7 0.6180 3.5321 -0.4318
H8 2.1531 3.3946 0.4682
O3 1.1864 -1.0871 -0.8218
P1 0.6433 -2.3582 -1.4334
C5 2.0208 -3.4989 -1.9044
C6 3.2555 -2.6970 -2.3903
C7 4.0645 -2.0813 -1.2448
C8 4.4874 -3.1256 -0.2171
C9 3.2411 -3.8325 0.3060
C10 2.5102 -4.5112 -0.8554
C11 -0.7635 -3.1181 -0.4813
C12 -0.7050 -4.5410 0.1052
C13 -0.0123 -4.6423 1.4635
C14 -0.6254 -3.6521 2.4492
C15 -0.5159 -2.2352 1.8937
C16 -1.2719 -2.1160 0.5715
C17 -0.2272 -2.1118 -3.0492
C18 0.6363 -1.5897 -4.2096
C19 1.0272 -0.1253 -4.0095
C20 -0.2367 0.7344 -3.9779
C21 -1.1479 0.2748 -2.8413
C22 -1.4806 -1.2146 -2.9574
H9 1.6111 -4.0579 -2.7536
H10 2.9629 -1.8994 -3.0709
H11 3.8961 -3.3860 -2.9509
H12 3.4318 -1.3507 -0.7422
H13 4.9389 -1.5722 -1.6602
H14 5.0259 -2.6475 0.6040
H15 5.1605 -3.8585 -0.6754
H16 2.5908 -3.0887 0.7782
H17 3.5085 -4.5755 1.0599
H18 1.6935 -5.1256 -0.4921
H19 3.2158 -5.1844 -1.3551
H20 -1.5192 -3.1822 -1.2668
H21 -0.2730 -5.2375 -0.6164
H22 -1.7460 -4.8513 0.2467
H23 1.0496 -4.4201 1.3766
H24 -0.1065 -5.6655 1.8362
H25 -0.1184 -3.7224 3.4134
H26 -1.6814 -3.9005 2.6084
H27 0.5365 -1.9723 1.7451
H28 -0.9269 -1.5217 2.6058
H29 -1.1950 -1.0925 0.2031
H30 -2.3353 -2.3167 0.7483
H31 -0.5469 -3.1329 -3.2970
H32 0.0370 -1.6601 -5.1243
H33 1.5124 -2.2190 -4.3643
H34 1.6899 0.2014 -4.8147
H35 1.5561 -0.0067 -3.0590
H36 -0.7619 0.6356 -4.9353
H37 0.0233 1.7872 -3.8458
H38 -2.0772 0.8501 -2.8483
H39 -0.6588 0.4700 -1.8879
H40 -2.0626 -1.3794 -3.8713
H41 -2.1242 -1.4957 -2.1213
N2 -0.8861 1.2550 0.4439
P2 -1.8833 2.3587 0.9398
C23 -1.0531 3.7609 1.6207
C24 -1.7587 4.8719 2.0440
C25 -1.1124 6.0007 2.5264
C26 0.3113 6.0252 2.5537
C27 1.0408 4.9457 2.1961
C28 0.4361 3.6495 1.7497
C29 -3.0262 1.7113 2.1927
C30 -2.4741 0.7641 3.0558
C31 -3.2716 0.1353 3.9993
C32 -4.6217 0.4506 4.0850
C33 -5.1684 1.4089 3.2427
C34 -4.3737 2.0434 2.2973
C35 -2.9152 2.8976 -0.4526
C36 -2.5474 3.9983 -1.2192
C37 -3.2126 4.2731 -2.4063
C38 -4.2464 3.4521 -2.8334
C39 -4.6021 2.3377 -2.0845
C40 -3.9278 2.0506 -0.9073
H42 -2.8421 4.8710 1.9669
H43 -1.6791 6.8623 2.8508
H44 0.8143 6.9349 2.8598
H45 2.1247 4.9859 2.2284
H46 0.6683 2.8936 2.5197
H47 -1.4196 0.5279 2.9599
H48 -2.8410 -0.6011 4.6662
H49 -5.2504 -0.0500 4.8103
H50 -6.2184 1.6608 3.3223
H51 -4.8043 2.7904 1.6415
H52 -1.7466 4.6433 -0.8766
H53 -2.9222 5.1302 -3.0006
H54 -4.7706 3.6746 -3.7541
H55 -5.4000 1.6874 -2.4204
H56 -4.1793 1.1683 -0.3315

Properties
* LUMO level (alpha / beta): 0.41 / -0.47 eV
* ⟨S²⟩: 0.795
* Kohn-Sham gap (alpha / beta): 7.1 / 6.3 eV
* 2S+1: 2

Q: Which of them is the most stable? A: b.

--- a ---
Below is a cluster of 2 separate species, CH9N2O in total, with properties calculated with the ωB97M-V functional and the def2-TZVPD basis.

Geometry (Å):
N1 -3.2361 0.4627 -0.4213
H1 -3.7237 -0.3870 -0.0694
H2 -3.0893 1.0120 0.4481
H3 -0.5541 0.0067 -0.3535
H4 -3.8300 0.9179 -1.1416
N2 0.1351 -0.5811 0.1269
C1 1.6043 -0.3198 -0.3578
O1 2.2148 0.3786 0.6465
H5 -0.2237 -1.5398 0.0494
H6 0.1698 -0.2922 1.1114
H7 2.2282 -1.2107 -0.4258
H8 1.5714 0.2219 -1.3106
H9 2.0608 1.3255 0.7944

Properties
* LUMO level (alpha / beta): -8.62 / -15.08 eV
* ⟨S²⟩: 0.753
* Kohn-Sham gap (alpha / beta): 11.3 / 4.8 eV
* charge: +2
* 2S+1: 2

--- b ---
Below is a cluster of 2 separate species, CH9N2O in total, with properties calculated with the ωB97M-V functional and the def2-TZVPD basis.

Geometry (Å):
O1 1.7734 0.2120 -2.1021
H1 1.7219 0.0475 -3.0490
H2 0.8484 0.0358 0.0634
H3 2.3189 -0.4884 -1.7280
N1 0.0662 0.6938 0.0361
C1 -1.1046 0.2387 0.9623
N2 -0.9209 -1.1590 1.2786
H4 -0.1418 0.8779 -0.9583
H5 0.4267 1.5801 0.4177
H6 -1.9845 0.3788 0.3277
H7 -1.1285 0.8835 1.8351
H8 -0.6219 -1.3758 2.2409
H9 -1.2534 -1.9249 0.6755

Properties
* LUMO level (alpha / beta): -8.50 / -14.74 eV
* ⟨S²⟩: 0.755
* Kohn-Sham gap (alpha / beta): 11.2 / 4.9 eV
* charge: +2
* 2S+1: 2

--- c ---
Below is a cluster of 2 separate species, CH9N2O in total, with properties calculated with the ωB97M-V functional and the def2-TZVPD basis.

Geometry (Å):
O1 -1.2310 0.4389 -2.2100
H1 -1.4624 -0.4838 -2.4259
H2 -0.1951 0.0041 -0.8256
H3 -0.7929 0.7877 -2.9998
N1 0.6623 0.3127 -0.2745
C1 0.7086 -0.3900 1.0575
N2 -0.4863 -0.1599 1.8117
H4 1.4721 0.0676 -0.8528
H5 0.5548 1.3362 -0.1909
H6 0.7463 -1.4320 0.7639
H7 1.6509 -0.1692 1.5733
H8 -0.5836 0.6442 2.4381
H9 -1.0438 -0.9564 2.1349

Properties
* LUMO level (alpha / beta): -8.34 / -14.68 eV
* ⟨S²⟩: 0.754
* Kohn-Sham gap (alpha / beta): 12.2 / 5.8 eV
* charge: +2
* 2S+1: 2

Q: Which of them is the most stable? A: c.

--- a ---
Below is a cluster of 8 separate species, C5H23NO9 in total, with properties calculated with the ωB97M-V functional and the def2-TZVPD basis.

Geometry (Å):
O1 0.0893 -0.7482 1.1586
C1 -0.1926 0.0213 0.2354
N1 -1.5223 0.2571 -0.0177
C2 -2.2386 1.1922 -0.7564
O2 -3.4303 1.1184 -0.9021
C3 0.8768 0.5864 -0.6390
C4 1.2190 -0.2857 -1.8696
C5 1.6615 -1.6927 -1.5003
H1 -2.0962 -0.3345 0.5832
H2 -1.7291 2.0845 -1.1185
H3 1.7856 0.7327 -0.0599
H4 0.6052 1.5729 -1.0163
H5 0.3703 -0.3043 -2.5480
H6 1.9861 0.2696 -2.4090
H7 2.5224 -1.6403 -0.8313
H8 1.9178 -2.2539 -2.3994
H9 0.8838 -2.2729 -0.9985
H10 -0.6266 1.9258 2.1024
H11 -0.3674 3.4127 1.7326
O3 -0.3347 2.5203 1.3788
H12 2.0010 0.8236 2.7940
H13 1.7908 -0.4349 1.9086
O4 2.4710 0.1515 2.2855
H14 4.6275 0.7377 0.2318
H15 4.0314 0.5840 1.6327
O5 4.8668 0.7957 1.1609
H16 -2.0289 1.1241 -3.9123
H17 -1.7427 -0.1972 -3.2388
O6 -1.4656 0.7430 -3.2284
H18 -1.9938 1.0234 4.0017
H19 -1.6888 -0.0328 2.8941
O7 -1.3952 0.8217 3.2732
H20 -2.0807 -1.6528 -1.7519
H21 -1.2738 -2.6307 -2.5995
O8 -1.9727 -1.9697 -2.6603
H22 -1.1929 -1.7336 1.9739
H23 -2.2156 -2.5624 2.8096
O9 -2.1181 -1.7518 2.3004

Properties
* structure (SMILES): CCCC(=O)NC=O.O.O.O.O.O.O.O
* LUMO level: 0.16 eV
* Kohn-Sham gap: 10.6 eV

--- b ---
Below is a cluster of 8 separate species, C5H23NO9 in total, with properties calculated with the ωB97M-V functional and the def2-TZVPD basis.

Geometry (Å):
O1 0.3369 -0.4629 1.7040
C1 0.6263 -1.6160 1.4198
O2 1.9030 -1.9796 1.4756
C2 -0.2281 -2.6613 0.7625
C3 0.1826 -2.8674 -0.7798
C4 -0.6935 -2.0045 -1.6283
C5 -1.6142 -2.5270 -2.3774
N1 -0.0995 -0.7361 -1.8383
H1 2.4874 -1.2728 1.9947
H2 -1.3358 -2.4341 0.8600
H3 -0.2384 -3.6556 1.3582
H4 1.3572 -2.7557 -0.7761
H5 -0.0377 -3.9977 -0.9844
H6 -2.2074 -2.0864 -3.1356
H7 -1.9487 -3.5046 -2.3539
H8 0.5677 -0.4938 -1.2133
H9 -0.8562 -0.0257 -2.1415
H10 -0.3076 1.6584 0.5597
H11 1.0065 1.3643 -0.4103
O3 0.2936 1.9978 -0.3007
H12 3.1958 1.5991 -0.8598
H13 3.4235 0.3703 -1.4415
O4 2.9083 0.7715 -0.7090
H14 1.4418 3.7081 2.1286
H15 1.7154 2.6498 1.0515
O5 2.1811 3.2265 1.6756
H16 -0.9793 2.3544 -1.5964
H17 -1.9739 3.4422 -1.7676
O6 -1.9031 2.5641 -1.9639
H18 -2.5316 1.3962 0.8541
H19 -1.6791 0.5266 1.5982
O7 -1.7206 1.5002 1.4117
H20 1.7941 0.2153 2.5990
H21 2.8752 0.9933 3.4832
O8 2.6646 0.1926 2.9018
H22 -3.2373 1.1797 -1.1125
H23 -3.7160 2.1525 -0.2681
O9 -3.6527 1.2180 -0.1799

Properties
* structure (SMILES): C=C(N)CCC(=O)O.O.O.O.O.O.O.O
* LUMO level: 0.38 eV
* Kohn-Sham gap: 8.8 eV

Q: Which of them is the most stable? A: a.

--- a ---
Below is a cluster of 2 separate species, C3H6Br2O2 in total, with properties calculated with the ωB97M-V functional and the def2-TZVPD basis.

Geometry (Å):
C1 -0.5207 0.6513 -0.0542
C2 -1.7845 0.4399 -1.1142
C3 0.2024 -0.4185 0.9072
O1 -2.8578 0.0800 -0.8647
O2 -0.6147 -1.0403 1.7662
Br1 3.5404 0.7064 -0.1747
Br2 0.8764 -1.9385 -0.5263
H1 -0.8977 1.3441 0.7138
H2 0.1720 1.3210 -0.5930
H3 -1.3933 0.6357 -2.1517
H4 1.1385 -0.2110 1.4065
H5 3.6164 -0.5352 -0.6594
H6 -1.4773 -1.0350 1.3445

Properties
* structure (SMILES): O=CC[C@@H](O)Br.Br
* LUMO level: 0.42 eV
* Kohn-Sham gap: 10.4 eV

--- b ---
Below is a cluster of 2 separate species, C3H6Br2O2 in total, with properties calculated with the ωB97M-V functional and the def2-TZVPD basis.

Geometry (Å):
C1 -0.9190 1.0465 0.6774
C2 -0.0506 1.1820 -0.5385
C3 1.2801 -1.4566 0.5943
O1 -0.3974 0.6440 -1.7530
O2 0.5301 -2.4309 0.5364
Br1 -2.1467 -0.4927 0.4216
Br2 3.2738 -1.6698 0.4199
H1 -1.7484 1.7631 0.7346
H2 -0.3348 0.9999 1.5999
H3 0.7394 0.4593 -0.4199
H4 0.2700 2.2226 -0.6030
H5 -1.2806 1.0639 -2.1314
H6 0.7842 -3.3312 0.4619

Properties
* LUMO level: 0.34 eV
* Kohn-Sham gap: 9.4 eV

Q: Which of them is the most stable? A: a.